ORCA calculation (ωB97M-V/def2-TZVPD) on a molecular structure, C11H22LiN4.

Values from the calculation:
- total charge = -1
- energy relative to the best compared isomer or geometry (same formula, charge and spin) (kcal/mol) = 13.6
- energy (a.u.) = -658.8800
- LUMO (eV) = 2.89

Cartesian coordinates (Å):
Li 1.9445 0.2318 1.1042
C -2.1408 -2.2511 2.7887
C -1.4213 -1.7672 1.5363
N -0.0892 -1.3036 1.8543
C 0.0202 -0.4232 2.8640
N 0.8504 0.5898 2.7693
C 0.9497 1.5731 3.8328
C -0.2547 1.5854 4.7616
C -0.4879 0.1483 5.1837
N -0.7350 -0.6998 4.0328
C -2.1051 -1.1423 3.8275
H -1.6261 -3.1294 3.1847
H -3.1785 -2.5247 2.5714
H -2.0175 -0.9633 1.0706
H -1.3325 -2.5653 0.7984
H 0.6639 -1.0505 0.8138
H 1.0537 2.5535 3.3574
H 1.8661 1.4158 4.4208
H -1.1312 1.9588 4.2226
H -0.0850 2.2332 5.6258
H -1.3201 0.0397 5.8825
H 0.4141 -0.2098 5.6955
H -2.7539 -0.3090 3.5096
H -2.4863 -1.5042 4.7867
C 2.5088 -1.4720 -2.3193
C 1.3627 -1.6305 -1.2960
C 0.0395 -1.3544 -2.0667
C 1.3365 -3.1334 -0.8958
N 1.5296 -0.7725 -0.1871
H 2.4243 -2.1608 -3.1709
H 3.4586 -1.6474 -1.8078
H 2.5122 -0.4437 -2.6909
H -0.1314 -2.0512 -2.9000
H 0.0637 -0.3332 -2.4550
H -0.8007 -1.4248 -1.3721
H 1.2089 -3.8065 -1.7549
H 0.5219 -3.3123 -0.1920
H 2.2713 -3.3765 -0.3846